1.
C36H99N9O9 | the ωB97M-V functional and the def2-TZVPD basis

**Relative energy (zero: lowest compared OMol25 entry of this formula, charge and spin)**: 3.273 eV
**Net charge**: 0
**SMILES**: COC[C@H](C)N.COC[C@H](C)N.COC[C@H](C)N.COC[C@H](C)N.COC[C@H](C)N.COC[C@H](C)N.COC[C@H](C)N.COC[C@H](C)N.COC[C@H](C)N

XYZ file:
```
153
Properties=species:S:1:pos:R:3:lowdin_charge:R:1
C 4.39361 -1.84515 -4.82653 -0.14
O 4.98987 -0.64375 -4.49105 -0.18
C 4.80254 -0.30203 -3.10804 -0.18
C 5.61056 0.99758 -2.92593 -0.43
C 7.10953 0.73056 -3.12560 -0.06
N 5.39698 1.44630 -1.57598 0.03
H 4.64462 -2.20376 -5.82478 0.09
H 3.31619 -1.68023 -4.81870 0.08
H 4.66298 -2.66639 -4.16237 0.09
H 3.74300 -0.17230 -2.88752 0.10
H 5.15966 -1.07345 -2.42579 0.13
H 5.16851 1.77984 -3.54298 0.14
H 7.36821 0.25742 -4.07287 0.07
H 7.47862 0.05941 -2.35008 0.08
H 7.67212 1.65871 -3.02494 0.07
H 5.87363 2.33131 -1.47765 0.07
H 5.78005 0.81503 -0.88688 0.07
C 0.17331 -5.32536 0.92512 -0.07
O 0.87059 -5.29848 2.23769 -0.18
C 1.27803 -3.95256 2.54425 -0.18
C 2.53149 -3.50652 1.68519 -0.45
C 3.74940 -4.34238 2.07018 -0.06
N 2.87933 -2.10543 1.76273 0.04
H -0.62408 -4.58292 0.95771 0.07
H -0.33485 -6.28340 0.81544 0.08
H 0.81648 -5.12995 0.06707 0.07
H 0.45122 -3.24236 2.53410 0.11
H 1.64287 -3.93795 3.57128 0.12
H 2.33501 -3.64573 0.62213 0.10
H 3.67177 -5.37235 1.72201 0.08
H 3.83041 -4.28968 3.15589 0.08
H 4.60579 -3.89454 1.56607 0.07
H 2.10013 -1.51826 1.50162 0.03
H 3.71524 -1.85568 1.25383 0.07
C 0.50816 -4.77266 -3.61638 -0.09
O -0.46166 -4.99264 -2.60390 -0.23
C -1.63265 -5.62535 -3.07297 -0.20
C -2.55182 -5.92154 -1.91343 -0.42
C -3.80799 -6.66289 -2.35866 -0.07
N -2.99138 -4.71217 -1.18544 0.06
H 0.89380 -5.73039 -3.96583 0.09
H 1.41130 -4.30062 -3.22958 0.08
H 0.17807 -4.20097 -4.48374 0.08
H -2.11066 -4.93011 -3.76307 0.13
H -1.44314 -6.54492 -3.62666 0.13
H -1.95412 -6.53149 -1.23607 0.13
H -3.57308 -7.59970 -2.86393 0.07
H -4.45814 -6.13071 -3.05306 0.08
H -4.42435 -6.89889 -1.49120 0.08
H -2.11586 -4.23966 -1.01138 0.01
H -3.46999 -4.13027 -1.85807 0.06
C 1.87788 2.43709 -2.23438 -0.10
O 0.67176 3.13718 -2.51436 -0.18
C -0.50842 2.41087 -2.22440 -0.19
C -1.62337 3.44420 -2.06346 -0.42
C -1.59536 4.17837 -0.77761 -0.08
N -2.91409 2.75799 -2.29449 0.06
H 2.72875 3.07681 -2.46867 0.08
H 1.95314 1.58251 -2.90678 0.07
H 1.95701 2.14817 -1.18635 0.08
H -0.75240 1.74876 -3.05517 0.12
H -0.40685 1.87278 -1.28193 0.10
H -1.47783 4.23563 -2.79869 0.14
H -1.71331 3.58461 0.12883 0.06
H -2.38683 4.92275 -0.69056 0.08
H -0.69764 4.74894 -0.53959 0.07
H -3.71947 3.34501 -2.13055 0.07
H -2.95523 1.98894 -1.64107 0.04
C -1.35245 4.63126 3.29279 -0.09
O -0.41241 3.71453 3.86392 -0.23
C -0.84941 2.97511 5.00916 -0.16
C 0.32622 2.54696 5.98630 -0.41
C 1.58391 1.83009 5.42541 -0.05
N -0.19306 1.69141 7.04631 0.02
H -2.29024 4.09742 3.13895 0.08
H -0.97584 5.03541 2.35315 0.08
H -1.63498 5.41405 3.99672 0.09
H -1.56526 3.48571 5.65332 0.12
H -1.30020 2.07160 4.59861 0.10
H 0.62960 3.50665 6.40471 0.13
H 2.34289 1.62709 6.18095 0.08
H 2.04162 2.44122 4.64752 0.06
H 1.29432 0.94206 4.86360 0.07
H 0.62962 1.66768 7.63174 0.06
H -0.82685 2.18730 7.65664 0.07
C -5.05587 -2.69962 0.85261 -0.08
O -5.35323 -1.33719 1.24672 -0.22
C -4.62425 -0.86398 2.38950 -0.20
C -4.85326 0.59977 2.77303 -0.38
C -4.65743 1.65491 1.64714 -0.06
N -3.84558 1.03779 3.77720 0.04
H -3.99062 -2.81406 0.65200 0.07
H -5.68328 -2.88000 -0.02027 0.09
H -5.36480 -3.46868 1.56056 0.09
H -4.78085 -1.49251 3.26616 0.12
H -3.56601 -1.04106 2.19747 0.10
H -5.88285 0.62085 3.13023 0.14
H -5.56192 1.55486 1.04715 0.06
H -3.70528 1.60175 1.11923 0.06
H -4.61844 2.68194 2.01017 0.06
H -3.99762 0.82793 4.75339 0.07
H -2.98067 0.56441 3.55825 0.04
C -1.96601 -1.60510 -4.80309 -0.06
O -2.68000 -1.70030 -3.53362 -0.23
C -3.69302 -0.68265 -3.43842 -0.18
C -4.38801 -0.85705 -2.11194 -0.42
C -5.49085 0.16369 -1.88776 -0.05
N -3.46686 -0.57691 -1.00760 0.09
H -1.75638 -0.57210 -5.08070 0.09
H -2.48766 -2.05257 -5.64910 0.08
H -1.05603 -2.18726 -4.65774 0.07
H -3.17572 0.27452 -3.50417 0.11
H -4.42897 -0.80853 -4.23254 0.13
H -4.81991 -1.85703 -2.07198 0.13
H -5.93536 0.26205 -0.89739 0.07
H -6.31069 -0.17956 -2.51874 0.08
H -5.16851 1.11589 -2.30910 0.07
H -3.91710 -0.73192 -0.11689 0.03
H -2.81544 -1.34749 -0.96323 0.02
C 0.04399 0.86480 1.93282 -0.06
O 0.38675 -0.33352 1.20748 -0.21
C -0.58495 -0.73587 0.22142 -0.14
C 0.01985 -1.91483 -0.77568 -0.30
C 1.05222 -1.31788 -1.80464 -0.05
N -1.02391 -2.73192 -1.41579 0.04
H -0.91788 0.76413 2.43559 0.07
H 0.14555 1.80550 1.39166 0.07
H 0.76307 0.94579 2.74798 0.07
H -1.48189 -1.18490 0.64802 0.09
H -0.85970 0.12535 -0.38760 0.08
H 0.58712 -2.58870 -0.13365 0.09
H 1.78517 -0.63786 -1.37053 0.06
H 0.54680 -0.74166 -2.57964 0.06
H 1.63978 -2.04911 -2.35977 0.05
H -0.71702 -3.44969 -2.05666 0.03
H -1.53261 -2.12637 -2.04398 0.04
C 6.24657 6.44081 1.65918 -0.09
O 5.06854 5.58997 1.54317 -0.20
C 3.89431 6.11313 2.10349 -0.23
C 2.76524 5.12011 2.30664 -0.41
C 2.27279 4.47853 1.02382 -0.06
N 1.66985 5.81262 3.04877 0.06
H 6.52162 6.65538 2.69186 0.08
H 6.19446 7.38706 1.12066 0.08
H 7.16267 5.92909 1.36422 0.08
H 4.25207 6.39238 3.09452 0.12
H 3.61273 6.97137 1.49338 0.13
H 3.12502 4.28364 2.90579 0.13
H 1.60688 3.65156 1.27037 0.06
H 3.15902 4.06338 0.54387 0.08
H 1.78023 5.10144 0.27719 0.08
H 0.95015 5.14007 3.27197 0.01
H 1.19902 6.20418 2.24558 0.05
```

2.
C36H99N9O9 | the ωB97M-V functional and the def2-TZVPD basis

**Relative energy (zero: lowest compared OMol25 entry of this formula, charge and spin)**: 1.716 eV
**Net charge**: 0
**SMILES**: COC[C@H](C)N.COC[C@H](C)N.COC[C@H](C)N.COC[C@H](C)N.COC[C@H](C)N.COC[C@H](C)N.COC[C@H](C)N.COC[C@H](C)N.COC[C@H](C)N

XYZ file:
```
153
Properties=species:S:1:pos:R:3:lowdin_charge:R:1
C 4.69796 2.07691 6.19898 -0.12
O 4.60318 1.48436 4.93879 -0.18
C 3.56296 0.56645 4.80248 -0.24
C 3.32949 0.28385 3.32257 -0.40
C 3.05445 1.60459 2.60915 -0.06
N 2.16737 -0.60775 3.24899 0.04
H 4.85520 1.37251 7.02660 0.09
H 3.83733 2.70888 6.44094 0.09
H 5.60548 2.68346 6.17584 0.09
H 3.73574 -0.37230 5.34827 0.13
H 2.60135 0.92946 5.20602 0.13
H 4.22073 -0.18351 2.90135 0.14
H 3.96602 2.18628 2.41942 0.08
H 2.51789 2.32672 3.23810 0.08
H 2.54372 1.51710 1.65016 0.06
H 1.43617 -0.19800 3.82812 0.08
H 1.72097 -0.62599 2.34103 0.03
C 0.63452 -7.16686 2.57701 -0.10
O 0.14571 -6.05319 3.31233 -0.18
C 0.78824 -4.86729 2.94794 -0.23
C 0.30098 -3.70621 3.83921 -0.41
C -0.48058 -2.61970 3.13446 -0.08
N 1.32629 -3.14151 4.74183 0.02
H -0.00237 -7.99463 2.88644 0.09
H 1.65198 -7.38928 2.91270 0.09
H 0.57207 -7.03906 1.49545 0.08
H 1.88318 -4.93026 3.04472 0.12
H 0.63255 -4.57100 1.89547 0.12
H -0.34745 -4.19027 4.58122 0.13
H -0.03639 -2.29100 2.19067 0.06
H -0.54088 -1.77373 3.81529 0.06
H -1.47493 -2.99824 2.89906 0.08
H 1.91375 -2.48674 4.21704 0.02
H 1.96722 -3.85337 5.07529 0.06
C -3.53146 -1.31220 -5.03654 -0.11
O -2.49195 -0.57774 -5.61956 -0.17
C -1.48075 -0.14945 -4.76647 -0.24
C -0.47418 0.60771 -5.60027 -0.44
C 0.43009 -0.28217 -6.42882 -0.06
N 0.36740 1.44421 -4.73620 0.05
H -4.36224 -1.33107 -5.74313 0.09
H -3.94023 -0.87959 -4.11564 0.08
H -3.22631 -2.34898 -4.85475 0.09
H -1.83390 0.50105 -3.94869 0.12
H -0.94418 -0.97152 -4.26031 0.13
H -1.05103 1.19283 -6.33055 0.14
H 1.10116 -0.85211 -5.77699 0.07
H 1.03314 0.31734 -7.11289 0.08
H -0.09264 -1.02684 -7.03148 0.08
H 0.99802 2.06641 -5.22945 0.07
H -0.29567 2.08871 -4.30445 0.08
C -0.52367 3.98004 -0.48357 -0.10
O -1.44943 4.72290 0.26737 -0.20
C -0.85670 5.62600 1.15355 -0.24
C -1.85888 6.00258 2.22146 -0.42
C -2.22327 4.78160 3.08587 -0.07
N -3.06724 6.56782 1.55423 0.04
H -1.01463 3.32044 -1.19925 0.08
H 0.02515 3.26159 0.14179 0.07
H 0.16483 4.68545 -0.95935 0.10
H 0.09783 5.32414 1.60318 0.13
H -0.58129 6.54586 0.60664 0.13
H -1.47010 6.77707 2.88460 0.13
H -1.31972 4.34181 3.51085 0.07
H -2.76948 4.04194 2.49812 0.07
H -2.90443 5.09881 3.87820 0.07
H -3.27426 5.82129 0.88808 0.05
H -3.86176 6.51202 2.18672 0.06
C 4.48638 -4.63208 -0.14200 -0.09
O 4.21695 -4.75540 -1.52034 -0.17
C 3.02983 -4.16366 -1.92458 -0.25
C 2.52749 -4.83641 -3.19671 -0.44
C 1.26440 -4.16428 -3.70438 -0.07
N 2.28411 -6.27313 -3.03706 0.04
H 4.69523 -3.58182 0.09145 0.08
H 5.29979 -5.29422 0.13429 0.09
H 3.59655 -4.92240 0.43473 0.08
H 2.19453 -4.29749 -1.21325 0.13
H 3.13902 -3.09111 -2.13514 0.11
H 3.28197 -4.74016 -3.98370 0.14
H 1.04152 -4.48331 -4.71901 0.08
H 1.43579 -3.08119 -3.67906 0.05
H 0.38631 -4.34662 -3.07877 0.08
H 3.14697 -6.76944 -2.85215 0.07
H 1.68282 -6.41534 -2.23071 0.07
C -3.26115 -1.54247 4.65263 -0.11
O -3.54592 -1.14236 5.97440 -0.16
C -4.04870 0.15786 5.99965 -0.25
C -4.16791 0.64771 7.42464 -0.45
C -5.18497 -0.11798 8.23656 -0.07
N -4.43738 2.08918 7.52489 0.03
H -2.54636 -0.89547 4.13745 0.07
H -4.16381 -1.49704 4.02310 0.09
H -2.91783 -2.57085 4.69758 0.09
H -3.46061 0.88991 5.42285 0.12
H -5.05353 0.22937 5.54340 0.13
H -3.18321 0.54777 7.90549 0.14
H -4.90568 -0.18234 9.28733 0.08
H -5.24340 -1.15572 7.89180 0.08
H -6.21352 0.22452 8.09823 0.08
H -4.88655 2.32540 8.39141 0.06
H -3.70949 2.71178 7.22329 0.06
C 4.62892 -1.82978 -7.43994 -0.10
O 4.66984 -0.47400 -7.04770 -0.20
C 5.52432 -0.24461 -5.95598 -0.23
C 5.38390 1.20676 -5.50390 -0.42
C 3.96449 1.55861 -5.12877 -0.07
N 5.80416 2.12512 -6.58858 0.03
H 4.05127 -2.38514 -6.69411 0.09
H 5.63802 -2.23144 -7.57589 0.09
H 4.12237 -1.88735 -8.40192 0.09
H 5.22174 -0.88611 -5.10984 0.13
H 6.56337 -0.48866 -6.21656 0.12
H 6.07406 1.33407 -4.66708 0.14
H 3.27072 1.51408 -5.96231 0.07
H 3.96780 2.54429 -4.65027 0.08
H 3.60182 0.95761 -4.28979 0.06
H 6.60697 1.72533 -7.07378 0.07
H 5.11338 2.04691 -7.33367 0.06
C -6.41697 5.09929 -2.37204 -0.12
O -5.91739 3.79409 -2.29879 -0.20
C -6.09653 3.20800 -1.02571 -0.22
C -5.24927 1.93453 -0.95475 -0.42
C -5.18539 1.37834 0.44572 -0.07
N -3.87299 2.20243 -1.43937 0.05
H -7.51106 5.09683 -2.26590 0.09
H -6.19230 5.55401 -3.33547 0.09
H -6.00159 5.76968 -1.60779 0.09
H -5.76538 3.95431 -0.28558 0.12
H -7.15790 2.98578 -0.85796 0.13
H -5.73350 1.26081 -1.66655 0.14
H -4.69160 2.01474 1.18326 0.07
H -4.62356 0.44468 0.39973 0.07
H -6.17950 1.18461 0.85809 0.08
H -3.72861 3.19243 -1.23156 0.07
H -3.90804 2.26035 -2.45469 0.07
C -1.27624 0.34712 0.84100 -0.10
O -0.29298 -0.45071 0.24613 -0.20
C 0.24366 0.03365 -0.96645 -0.20
C 1.36143 -0.88816 -1.42609 -0.41
C 2.44290 -0.83879 -0.35344 -0.04
N 1.94134 -0.43751 -2.71087 0.05
H -1.70582 -0.12804 1.72519 0.07
H -2.12887 0.50329 0.16745 0.07
H -0.89218 1.31966 1.17774 0.08
H -0.56674 0.20452 -1.68939 0.12
H 0.71414 1.01996 -0.78728 0.12
H 0.98500 -1.90190 -1.58007 0.12
H 3.03488 -1.75465 -0.39395 0.06
H 1.95923 -0.80123 0.61178 0.04
H 3.13661 -0.00238 -0.44831 0.09
H 1.18945 -0.04248 -3.28457 0.02
H 2.39082 0.44715 -2.46297 0.06
```

no.,E_tot (Ha),E_HOMO (hartree),frontier orbital gap (eV)
1,-2600.714139,-0.3093,8.89
2,-2600.771374,-0.3200,9.10